No. 1
Below is a structure of composition C18H27CrN3S2 at a distorted geometry, with properties calculated with ωB97M-V/def2-TZVPD.

Geometry as XYZ:
```
51
Properties=species:S:1:pos:R:3
Cr -1.025 0.544 -0.413
S 1.234 0.094 -1.433
S -2.131 -0.226 1.605
C 1.370 1.041 -3.023
C 0.883 -1.492 -2.274
C -0.599 -1.828 -2.252
N -1.141 -1.489 -0.920
C -2.483 -1.985 -0.609
C -2.768 -1.790 0.861
H 1.477 -2.239 -1.727
H 1.251 -1.419 -3.306
H -0.762 -2.902 -2.440
H -1.167 -1.289 -3.038
H -2.531 -3.041 -0.881
H -3.199 -1.431 -1.231
H -2.304 -2.582 1.460
H -3.837 -1.798 1.077
C -3.559 0.892 1.354
H -0.474 -1.829 -0.216
H -3.830 0.930 0.293
H -3.278 1.895 1.703
H -4.382 0.520 1.971
H 1.737 2.038 -2.763
H 0.432 1.122 -3.590
H 2.129 0.493 -3.598
C 2.273 -2.442 1.873
C 2.434 -1.135 2.184
H 2.926 -2.929 1.132
H 1.538 -3.091 2.381
H 3.030 -0.465 1.555
H 2.001 -0.746 3.104
C 0.300 3.445 2.393
C 0.274 4.616 1.618
C -0.006 4.506 0.257
C -0.488 3.308 -0.271
N -0.464 2.184 0.526
C -0.018 2.240 1.798
C -1.085 3.094 -1.598
C -1.057 3.966 -2.693
C -1.702 3.588 -3.878
C -2.294 2.333 -3.978
C -2.286 1.486 -2.894
N -1.669 1.859 -1.746
H 0.560 3.468 3.446
H 0.475 5.576 2.079
H 0.099 5.349 -0.431
H 0.025 1.298 2.342
H -0.517 4.903 -2.602
H -1.727 4.264 -4.724
H -2.741 1.980 -4.922
H -2.785 0.515 -2.896
```

## Properties
E_HOMO (spin up / spin down) in eV: -14.0573 / -14.8755
LUMO energy (spin up / spin down) in eV: -6.675 / -6.945
Orbital gap (spin up / spin down) in eV: 7.38 / 7.93
2S+1: 5
E_tot in eV: -73652.9290
Charge: +2
Expectation value of S²: 6.022
Energy above the lowest of the compared OMol25 structures with the same formula, charge and spin in kcal/mol: 0.0

---

No. 2
Below is a cluster of 3 separate species, C18H27F12N5O4S in total at a distorted geometry, with properties calculated with ωB97M-V/def2-TZVPD.

Geometry as XYZ:
```
67
Properties=species:S:1:pos:R:3
N -1.158 -2.260 -0.807
C -0.963 -1.818 -1.924
C -0.707 -1.096 -3.370
C -2.165 -0.649 -3.896
C -3.403 -1.510 -3.335
O -3.998 -0.957 -2.107
C 0.220 0.181 -3.055
C -0.382 1.241 -2.007
C 0.815 2.049 -1.235
F 0.219 3.332 -0.908
F 1.846 2.198 -2.245
C 1.286 1.212 0.043
F 0.227 0.561 0.744
F 2.115 0.139 -0.462
S 2.310 2.124 1.317
F 1.036 3.059 1.858
F 1.897 0.950 2.468
F 3.648 1.153 0.922
F 2.870 3.275 0.247
F 3.265 2.837 2.501
C -0.046 -2.233 -4.292
N -1.054 -3.196 -4.881
C 0.857 -3.156 -3.291
N 1.606 -3.817 -2.607
C 0.943 -1.744 -5.464
O 0.279 -1.915 -6.738
C -0.432 -0.806 -7.208
F -0.421 0.370 -6.433
F 0.125 -0.450 -8.496
F -1.773 -1.250 -7.512
H -2.415 0.465 -3.684
H -2.206 -0.757 -5.052
H -4.247 -1.409 -4.131
H -3.206 -2.641 -3.254
H -3.668 -0.031 -1.995
H 1.269 -0.215 -2.797
H 0.351 0.757 -4.057
H -0.907 2.062 -2.639
H -1.180 0.837 -1.296
H -0.545 -3.965 -5.369
H -1.523 -3.696 -4.092
H 1.462 -0.740 -5.298
H 1.812 -2.520 -5.473
C 1.748 4.734 6.874
N 0.475 4.051 6.785
C 0.168 2.937 6.064
C 1.261 2.307 5.245
O -0.968 2.480 6.097
H 2.059 4.742 7.921
H 1.609 5.762 6.534
H 2.516 4.255 6.272
H -0.307 4.420 7.310
H 0.870 1.430 4.727
H 1.625 3.015 4.498
H 2.079 1.986 5.895
C -1.679 -1.691 4.826
N -0.931 -2.923 4.691
C 0.005 -3.241 3.753
C 0.331 -2.207 2.710
O 0.550 -4.336 3.778
H -1.467 -1.268 5.810
H -2.742 -1.927 4.758
H -1.420 -0.965 4.058
H -1.099 -3.664 5.358
H 1.092 -2.598 2.033
H -0.560 -1.967 2.125
H 0.724 -1.306 3.188
```

## Properties
E_HOMO in eV: -8.9747
LUMO energy in eV: -1.699
Orbital gap in eV: 7.28
SMILES: N#C[C@@](CCO)(CCC(F)(F)C(F)(F)S(F)(F)(F)(F)F)[C@](N)(C#N)COC(F)(F)F.CNC(C)=O.CNC(C)=O
E_tot in eV: -78182.3827
Charge: 0
Energy above the lowest of the compared OMol25 structures with the same formula, charge and spin in kcal/mol: 105.3